The following is a DFT calculation (wB97M-V/def2-TZVPD) of a 2-piece molecular cluster, C4H14NO2 overall at a distorted geometry.

## Properties
HOMO in eV: -14.763
Net charge: +1
E_LUMO in hartree: -0.10752
Energy relative to the best compared isomer or geometry (same formula, charge and spin) in eV: 2.058
Max |F| in hartree/bohr: 0.1079

Geometry (Å):
O1 0.57 1.99 -0.47
C1 1.52 0.98 -0.70
C2 1.12 0.01 0.42
N1 -0.31 -0.25 0.18
C3 -1.08 -0.66 1.42
C4 1.87 -1.40 0.37
H1 0.48 2.72 -1.12
H2 2.62 1.42 -0.56
H3 1.42 0.53 -1.73
H4 1.30 0.56 1.36
H5 -0.81 0.55 -0.17
H6 -0.42 -0.94 -0.60
H7 -2.25 -0.55 1.24
H8 -0.88 -0.09 2.39
H9 -1.02 -1.77 1.66
H10 2.93 -1.40 0.72
H11 1.50 -2.04 1.25
H12 1.59 -1.86 -0.49
H13 -3.42 -1.08 -0.56
H14 -3.13 -0.40 -1.99
O2 -2.87 -0.42 -1.00

Atomic partial charges in e from the Mulliken method, atoms 1 to 5: -0.535 -0.518 -0.034 -0.177 -0.885